[1]
This record from OMol25 describes the molecule C17H24N2O4. The level of theory is the ωB97M-V functional and the def2-TZVPD basis.

Kohn-Sham gap (eV): 8.6
Molecular weight (g mol⁻¹): 320.39
Structure (SMILES): CCOC(=O)N1CCC(C(=O)Nc2ccc(OCC)cc2)CC1
Net charge: 0

Geometry as XYZ:
```
47
Properties=species:S:1:pos:R:3:forces:R:3
C 0.697 4.244 -0.622 0.1 -0.4 0.0
C 0.197 2.815 -0.778 -0.4 0.4 0.2
O 1.271 1.894 -0.959 0.4 -0.2 0.1
C 1.930 1.527 0.158 0.1 0.0 -0.3
O 1.665 1.925 1.273 -0.3 0.2 0.4
N 2.922 0.646 -0.104 0.0 0.1 -0.1
C 3.748 0.150 0.973 0.1 0.1 0.3
C 3.451 -1.332 1.273 0.0 0.1 -0.1
C 2.899 -2.038 0.030 0.0 -0.1 -0.1
C 1.378 -2.019 -0.189 0.5 -0.1 0.3
O 0.896 -2.740 -1.039 -0.2 -0.1 -0.3
N 0.668 -1.172 0.593 0.1 0.2 0.4
C -0.706 -0.890 0.556 -0.4 -0.1 -0.1
C -1.606 -1.571 -0.252 0.2 -0.1 0.0
C -2.951 -1.240 -0.239 -0.4 0.2 0.1
C -3.422 -0.223 0.582 0.2 0.0 0.0
O -4.720 0.178 0.698 0.2 0.1 0.1
C -5.712 -0.407 -0.121 -0.3 -0.1 -0.3
C -5.699 0.139 -1.546 0.1 -0.1 0.4
C -2.512 0.460 1.392 -0.2 -0.1 -0.1
C -1.176 0.130 1.383 0.0 -0.1 -0.1
C 3.553 -1.434 -1.222 -0.1 0.0 0.1
C 3.114 0.024 -1.397 0.0 0.0 -0.4
H -0.151 4.920 -0.557 -0.1 0.1 0.0
H 1.312 4.524 -1.474 0.0 0.1 -0.1
H 1.287 4.329 0.286 0.0 0.1 0.1
H -0.413 2.705 -1.678 0.0 0.0 0.1
H -0.386 2.518 0.099 0.0 0.0 -0.2
H 4.795 0.270 0.677 0.0 0.0 0.1
H 3.563 0.775 1.848 0.1 -0.1 -0.1
H 2.766 -1.437 2.116 0.0 0.0 0.1
H 4.383 -1.818 1.566 0.0 0.0 0.0
H 3.160 -3.101 0.072 -0.1 0.1 0.0
H 1.173 -0.584 1.240 0.0 -0.2 -0.1
H -1.255 -2.360 -0.895 0.0 0.0 0.0
H -3.616 -1.798 -0.878 -0.1 0.0 -0.1
H -5.620 -1.500 -0.121 0.0 0.1 0.1
H -6.655 -0.143 0.367 0.1 -0.1 -0.1
H -4.757 -0.085 -2.040 0.0 0.0 -0.1
H -5.828 1.219 -1.528 0.0 0.1 0.0
H -6.512 -0.304 -2.115 -0.1 0.0 -0.1
H -2.883 1.249 2.028 0.0 0.1 0.1
H -0.484 0.673 2.012 0.1 0.1 0.1
H 3.258 -2.006 -2.101 0.1 0.0 0.0
H 4.638 -1.500 -1.119 0.0 0.0 0.0
H 3.862 0.581 -1.975 -0.1 -0.1 0.0
H 2.166 0.070 -1.937 0.2 0.0 0.0
```
Forces are in eV/Å.

=====

[2]
This record from OMol25 describes the molecule C17H24N2O4. The level of theory is the ωB97M-V functional and the def2-TZVPD basis.

Kohn-Sham gap (eV): 8.8
Molecular weight (g mol⁻¹): 320.39
Structure (SMILES): COC(=O)Cc1c[nH]c2ccc(OC[C@@H](O)CNC(C)C)cc12
Net charge: 0

Geometry as XYZ:
```
47
Properties=species:S:1:pos:R:3:forces:R:3
C -1.298 0.258 -3.054 0.0 0.2 -0.4
O -0.757 -0.729 -2.187 -0.2 -0.1 0.4
C 0.334 -1.375 -2.623 0.1 -0.2 -0.2
O 0.844 -1.170 -3.691 0.0 0.0 0.0
C 0.826 -2.365 -1.588 0.2 0.2 0.0
C 2.052 -1.817 -0.924 0.1 -0.3 0.0
C 3.313 -2.341 -0.955 -0.3 -0.1 -0.1
N 4.161 -1.571 -0.210 0.4 -0.2 0.0
C 3.461 -0.521 0.314 -0.6 0.3 0.0
C 3.860 0.523 1.140 0.0 0.0 0.0
C 2.911 1.447 1.507 -0.1 0.0 0.0
C 1.579 1.356 1.062 0.1 -0.1 0.0
O 0.767 2.373 1.505 0.2 0.0 0.1
C -0.537 2.490 0.981 -0.5 -0.2 0.0
C -1.533 1.573 1.706 0.1 0.1 -0.6
O -1.542 1.864 3.087 0.0 0.1 0.3
C -2.964 1.762 1.163 0.5 0.0 0.2
N -3.857 0.661 1.432 -0.1 -0.2 0.4
C -3.681 -0.516 0.585 -0.2 -0.1 -0.2
C -4.039 -1.776 1.366 0.2 0.3 -0.1
C -4.588 -0.373 -0.640 0.3 -0.1 0.2
C 1.174 0.316 0.250 -0.1 0.3 0.1
C 2.123 -0.637 -0.124 0.6 0.0 0.2
H -2.252 0.553 -2.623 0.0 0.0 0.0
H -0.623 1.114 -3.118 -0.1 0.0 0.0
H -1.438 -0.153 -4.055 0.0 0.1 0.1
H 0.035 -2.528 -0.854 0.0 -0.1 0.0
H 1.073 -3.301 -2.088 -0.1 0.0 0.0
H 3.666 -3.222 -1.457 0.1 -0.2 -0.1
H 5.142 -1.746 -0.075 -0.1 0.0 0.0
H 4.880 0.611 1.481 0.1 0.0 0.1
H 3.167 2.280 2.143 0.1 0.1 0.1
H -0.824 3.531 1.161 0.0 -0.1 -0.1
H -0.548 2.299 -0.098 0.0 0.0 0.0
H -1.223 0.524 1.568 -0.1 0.2 -0.1
H -0.629 2.024 3.358 0.0 -0.1 0.0
H -3.379 2.655 1.637 0.1 0.1 -0.1
H -2.925 1.926 0.083 0.0 0.1 0.0
H -3.787 0.417 2.413 0.0 0.0 0.0
H -2.638 -0.608 0.233 -0.1 0.0 0.1
H -3.365 -1.911 2.209 0.1 -0.1 0.1
H -3.969 -2.652 0.725 0.0 -0.1 0.0
H -5.057 -1.700 1.742 -0.1 0.0 0.1
H -4.430 -1.199 -1.329 0.0 -0.1 -0.2
H -5.627 -0.364 -0.326 -0.1 0.0 0.0
H -4.383 0.560 -1.158 0.0 0.1 -0.1
H 0.163 0.219 -0.107 -0.1 0.0 0.0
```
Forces are in eV/Å.

=====

[3]
This record from OMol25 describes a structure of composition C17H24N3O4RhS at a distorted geometry. The level of theory is the ωB97M-V functional and the def2-TZVPD basis.

Kohn-Sham gap (alpha / beta) (eV): 6.1 / 6.1
Molecular weight (g mol⁻¹): 469.37
Net charge: 0

Geometry as XYZ:
```
50
Properties=species:S:1:pos:R:3:forces:R:3
Rh 0.517 -1.024 -0.167 1.0 1.4 -0.1
C 4.649 -1.171 -1.126 -0.2 -0.1 -0.3
C 3.298 -0.499 -1.024 0.4 1.1 0.2
O 2.276 -1.163 -1.364 -0.6 -1.1 0.6
C 3.246 0.836 -0.613 0.5 -0.7 0.3
C 2.059 1.578 -0.527 -1.0 -0.2 -0.3
C 2.110 3.059 -0.301 0.1 0.1 -0.2
N 0.862 1.027 -0.643 0.2 -1.3 0.9
N -0.213 1.846 -0.651 -1.0 0.6 -0.4
C -1.335 1.246 -0.363 1.2 0.6 0.1
O -1.413 0.009 -0.017 0.2 -1.6 0.4
C -2.567 2.068 -0.428 -0.3 0.0 0.1
C -2.506 3.443 -0.654 0.0 0.0 0.0
C -3.668 4.191 -0.729 0.0 0.0 0.0
C -4.907 3.577 -0.590 0.0 0.0 0.0
C -4.974 2.211 -0.365 -0.1 0.0 0.0
C -3.811 1.463 -0.275 0.1 -0.1 0.0
H 4.507 -2.236 -1.291 0.0 0.0 0.0
H 5.224 -1.015 -0.214 0.0 0.0 0.0
H 5.214 -0.752 -1.959 0.0 0.0 0.0
H 4.183 1.342 -0.426 0.0 0.0 0.1
H 3.131 3.391 -0.129 0.0 0.0 0.0
H 1.476 3.337 0.541 0.0 0.0 0.0
H 1.706 3.566 -1.178 0.0 0.1 0.0
H -1.539 3.913 -0.763 0.0 0.0 0.0
H -3.610 5.258 -0.902 0.0 0.0 0.0
H -5.814 4.164 -0.654 0.0 0.0 0.0
H -5.936 1.725 -0.259 0.0 0.0 0.0
H -3.859 0.399 -0.080 0.0 0.0 0.0
N 1.113 -0.361 2.045 0.0 0.1 -1.2
C 1.374 -1.353 3.107 0.0 -0.2 0.0
C 2.244 -2.488 2.587 -0.3 -0.1 -0.2
C 1.355 -3.336 1.669 0.0 0.0 0.7
O 0.764 -4.302 2.129 0.1 0.1 -0.2
O 1.264 -2.913 0.455 -0.8 0.2 -0.9
H 1.953 0.185 1.871 0.0 0.1 0.0
H 0.383 0.278 2.341 0.0 0.1 -0.1
H 0.417 -1.770 3.422 0.0 0.1 0.1
H 1.836 -0.872 3.975 0.0 0.1 -0.1
H 2.590 -3.103 3.415 0.0 0.0 0.0
H 3.096 -2.091 2.030 0.0 0.0 0.0
C -1.536 -3.397 -0.246 0.0 -0.1 0.0
S -0.699 -2.685 -1.683 0.2 1.0 0.6
C -2.140 -1.861 -2.404 0.2 0.1 0.0
H -2.381 -3.989 -0.593 0.0 0.0 0.0
H -1.874 -2.594 0.409 -0.1 0.0 -0.1
H -0.819 -4.023 0.279 0.0 0.0 0.0
H -2.473 -1.058 -1.750 0.0 -0.1 0.0
H -2.928 -2.601 -2.534 0.0 0.0 -0.1
H -1.847 -1.456 -3.370 0.0 0.0 0.0
```
Forces are in eV/Å.